Record 1
A cluster of 2 separate species, C6H10N in total in a non-equilibrium geometry, computed with the ωB97M-V functional and the def2-TZVPD basis.

The geometry in XYZ format:
```
17
Properties=species:S:1:pos:R:3:lowdin_charge:R:1
C 1.821 -0.155 0.247 -0.249
C 2.219 1.106 0.039 0.158
C 1.516 -1.512 -0.426 -0.010
C 0.921 -0.999 0.817 0.071
C -1.515 -0.188 0.196 -0.070
C -1.206 1.149 -0.229 -0.104
N -2.731 -0.711 0.114 0.157
H 1.721 1.891 0.586 0.088
H 3.063 1.412 -0.526 0.082
H 1.187 -1.256 -1.469 0.145
H 2.223 -2.328 -0.490 0.111
H 0.759 -1.507 1.727 0.114
H -1.692 1.942 0.425 0.132
H -1.737 1.614 -1.141 0.130
H -0.157 1.272 -0.418 0.021
H -2.932 -1.619 0.556 0.142
H -3.460 -0.111 -0.009 0.082
```

Total charge: +1
HOMO (alpha / beta), eV: -13.117 / -13.116
Spin multiplicity: 1

***

Record 2
A cluster of 2 separate species, C9H15FNO2 in total in a non-equilibrium geometry, computed with the ωB97M-V functional and the def2-TZVPD basis.

The geometry in XYZ format:
```
28
Properties=species:S:1:pos:R:3:lowdin_charge:R:1
C 2.404 0.837 -0.962 -0.784
C 0.660 3.647 0.673 -0.222
C 1.454 3.060 1.746 -0.082
C 0.668 2.547 -0.472 -0.109
C 1.967 1.892 1.234 -0.383
C -0.246 -1.217 -1.665 -0.076
C -0.625 -0.867 0.837 -0.070
C -0.397 -3.192 -0.167 -0.123
C 0.083 -1.758 -0.253 -0.480
N 1.608 1.540 0.039 0.009
O 2.872 -0.168 -0.485 0.010
O 2.403 1.275 -2.100 -0.013
F 2.770 1.130 1.972 0.102
H -0.451 4.042 0.878 0.120
H 1.072 4.599 0.304 0.078
H 1.812 3.595 2.619 0.082
H 1.072 -1.850 -0.106 0.062
H -0.373 2.086 -0.515 0.115
H 0.999 2.774 -1.465 0.095
H -0.076 -0.068 -1.518 0.088
H -1.146 -1.732 -2.024 0.066
H 0.729 -1.382 -2.257 0.101
H -1.597 -0.489 0.559 0.055
H -0.667 -1.372 1.818 0.065
H -0.301 0.165 1.114 0.062
H -1.422 -3.277 -0.430 0.044
H -0.004 -3.516 0.846 0.093
H 0.023 -3.873 -0.990 0.094
```

Total charge: -1
HOMO, eV: -3.717
Spin multiplicity: 1

***

Going through the records in order, we get calculated total energy values of -288.89533; -657.01755 Ha.